# 1
A gas-phase ion, C11H16NO (charge +1) at a distorted geometry. Source: the Open Molecules 2025 dataset; level of theory: the ωB97M-V functional and the def2-TZVPD basis.

Atoms and positions in Å:
C 3.52 0.82 -1.54
C 3.13 -0.50 -1.24
C 2.63 1.85 -1.15
C 1.88 -0.79 -0.73
C 1.41 1.52 -0.47
C 1.03 0.17 -0.25
C -1.31 -0.89 -0.84
C -2.72 -0.42 -1.50
C 0.10 0.52 2.55
C -2.20 -0.06 1.88
C -0.36 -0.09 0.23
N -0.81 0.10 1.43
O -1.63 -2.04 -0.08
H 4.64 0.96 -1.69
H 3.60 -1.30 -1.70
H 3.02 2.81 -1.19
H 1.77 -1.93 -0.38
H 0.65 2.27 -0.38
H -0.60 -1.02 -1.71
H -2.59 -0.56 -2.57
H -3.52 -0.95 -0.99
H -2.79 0.71 -1.46
H 1.09 0.03 2.76
H 0.05 1.63 2.46
H -0.58 0.15 3.40
H -2.79 -0.08 0.96
H -2.27 -0.91 2.42
H -2.58 0.79 2.56
H -1.77 -2.77 -0.77

## Properties
* gap between HOMO and LUMO: 9.1 eV
* LUMO: -3.93 eV
* HOMO: -13.02 eV
* multiplicity: 1
* total charge: +1
* SMILES: C[C@H](O)C(c1ccccc1)=[N+](C)C

Atomic partial charges in e from the natural (NBO) method, atoms 1 to 2: -0.166 -0.191


# 2
A molecular structure, C11H16O5PV at a distorted geometry. Source: the Open Molecules 2025 dataset; level of theory: the ωB97M-V functional and the def2-TZVPD basis.

Atoms and positions in Å:
O 0.30 4.39 -3.07
C 0.18 3.93 -1.96
V -0.16 -1.10 -0.95
O -2.28 0.25 0.58
C -1.40 -0.58 0.10
C -0.56 -4.17 0.41
O -0.51 -5.24 0.08
C 1.35 -0.74 -0.22
O 2.38 -0.15 -0.05
C -0.38 -1.05 -2.61
O -0.62 -1.42 -3.71
H -0.13 0.59 -1.05
C 2.64 -2.67 2.75
C 1.17 -3.15 2.86
P -0.03 -1.92 2.05
C -1.73 -2.38 2.71
C -1.64 -3.12 4.06
C 0.27 -0.31 2.95
C 0.44 -0.43 4.48
H 2.78 -2.21 1.77
H 3.32 -3.52 2.89
H 2.97 -1.95 3.52
H 1.06 -3.92 2.09
H 1.01 -3.70 3.83
H -2.41 -1.51 2.68
H -2.11 -3.10 1.98
H -1.19 -2.51 4.87
H -2.66 -3.43 4.38
H -1.08 -4.06 3.88
H 1.16 0.10 2.44
H -0.56 0.37 2.72
H 1.15 -1.23 4.75
H 0.81 0.51 4.92
H -0.49 -0.72 4.98

## Properties
* gap between HOMO and LUMO (alpha / beta): 6.5 / 6.3 eV
* LUMO (alpha / beta): -11.34 / -11.30 eV
* HOMO (alpha / beta): -17.86 / -17.62 eV
* multiplicity: 3
* total charge: +2

Atomic partial charges in e from the natural (NBO) method, atoms 1 to 2: -0.488 0.493


# 3
A molecular structure, C11H16OSi at a distorted geometry. Source: the Open Molecules 2025 dataset; level of theory: the ωB97M-V functional and the def2-TZVPD basis.

Atoms and positions in Å:
C 0.21 -1.44 -0.06
C 0.21 -1.03 1.34
C 1.44 -1.02 -0.75
C 0.90 -0.02 1.94
C 2.28 -0.10 -0.17
C 1.95 0.44 1.16
C 3.45 0.89 -0.31
C 2.96 1.38 1.04
C -2.56 -0.85 -2.12
C -1.34 1.57 -0.62
C -3.22 -0.32 1.02
O 4.85 0.37 -0.33
Si -1.98 -0.19 -0.39
H -0.11 -2.47 -0.12
H -0.60 -1.52 1.85
H 1.58 -1.38 -1.72
H 0.67 0.36 2.96
H 3.39 1.61 -1.19
H 3.18 2.19 1.67
H -2.15 -0.41 -3.03
H -2.35 -1.90 -2.28
H -3.70 -0.80 -2.33
H -0.21 1.71 -0.83
H -1.77 2.01 -1.52
H -1.66 2.28 0.19
H -3.18 -1.30 1.44
H -2.93 0.39 1.75
H -4.29 -0.22 0.89
H 4.99 -0.21 0.51

## Properties
* gap between HOMO and LUMO (alpha / beta): 7.0 / 7.0 eV
* LUMO (alpha / beta): 0.28 / 0.28 eV
* HOMO (alpha / beta): -6.75 / -6.75 eV
* multiplicity: 1

Atomic partial charges in e from the natural (NBO) method, atoms 1 to 2: -0.429 -0.123


# 4
A molecular structure, C11H17AuN2S5Se. Source: the Open Molecules 2025 dataset; level of theory: the ωB97M-V functional and the def2-TZVPD basis.

Atoms and positions in Å:
Au 0.51 -0.97 0.84
S 1.73 -2.08 2.68
S 3.23 -2.83 1.65
S 4.22 -1.07 0.74
S 3.01 0.39 0.96
C -2.76 -0.94 -1.44
N -1.73 -1.98 -1.42
C -1.99 -3.04 -0.45
C -0.49 -1.74 -1.87
S 0.89 -2.44 -1.11
N -0.34 -0.95 -2.95
C 0.95 -0.36 -3.29
C -1.34 -0.88 -4.01
H -3.14 -0.81 -0.43
H -3.60 -1.21 -2.10
H -2.33 0.00 -1.76
H -3.02 -3.36 -0.56
H -1.83 -2.69 0.57
H -1.32 -3.88 -0.63
H 1.49 -0.09 -2.39
H 0.76 0.54 -3.88
H 1.56 -1.05 -3.87
H -2.10 -1.64 -3.86
H -0.84 -1.07 -4.96
H -1.82 0.10 -4.06
Se -1.06 0.65 1.72
C 0.09 1.93 2.55
C -0.09 3.29 2.27
C 0.72 4.23 2.89
C 1.72 3.83 3.77
C 1.89 2.48 4.05
C 1.08 1.54 3.44
H -0.85 3.60 1.57
H 0.58 5.28 2.67
H 2.35 4.57 4.25
H 2.66 2.16 4.73
H 1.21 0.49 3.66

## Properties
* gap between HOMO and LUMO (alpha / beta): 7.6 / 5.2 eV
* LUMO (alpha / beta): 0.30 / -2.19 eV
* HOMO (alpha / beta): -7.31 / -7.39 eV
* multiplicity: 3

Atomic partial charges in e from the natural (NBO) method, atoms 1 to 2: 0.596 -0.236


# 5
A molecular structure, C11H17B2N7Pt at a distorted geometry. Source: the Open Molecules 2025 dataset; level of theory: the ωB97M-V functional and the def2-TZVPD basis.

Atoms and positions in Å:
H -1.81 -2.27 -1.50
N -0.66 -0.49 -1.41
B 0.46 1.75 -1.89
N -0.41 0.54 -2.29
C -1.00 0.25 -3.49
Pt 0.19 -0.60 0.58
H -0.87 0.90 -4.34
C -1.65 -0.98 -3.35
H -2.17 -1.53 -4.11
C -1.44 -1.39 -2.02
H 0.57 2.60 -2.74
C 1.13 -1.66 3.21
H 0.74 -2.57 3.65
H 0.73 -0.84 3.78
H 2.20 -1.65 3.33
N 1.79 1.07 -1.41
N -0.16 2.26 -0.56
N 1.76 0.12 -0.41
N -0.36 1.39 0.49
C 3.06 1.24 -1.80
C -0.49 3.51 -0.16
H 3.29 1.96 -2.55
H -0.36 4.34 -0.85
C 3.86 0.37 -1.06
C -0.90 3.44 1.16
C 3.01 -0.33 -0.20
C -0.85 2.09 1.53
H 4.90 0.22 -1.14
H -1.17 4.26 1.81
H 3.17 -1.10 0.53
H -1.11 1.56 2.42
H 0.83 -1.54 2.08
B -2.97 -3.22 2.36
C -2.23 -2.09 1.64
N -1.64 -1.21 1.11
H -3.76 -2.68 3.12
H -2.13 -3.87 2.97
H -3.54 -3.87 1.50

## Properties
* gap between HOMO and LUMO (alpha / beta): 8.1 / 3.8 eV
* LUMO (alpha / beta): -6.74 / -11.68 eV
* HOMO (alpha / beta): -14.84 / -15.51 eV
* multiplicity: 5
* total charge: +2

Atomic partial charges in e from the natural (NBO) method, atoms 1 to 2: 0.240 -0.348


# 6
A molecular structure, C11H17B2N7Sn at a distorted geometry. Source: the Open Molecules 2025 dataset; level of theory: the ωB97M-V functional and the def2-TZVPD basis.

Atoms and positions in Å:
C 2.79 -0.48 0.62
N 1.52 -0.50 0.15
N 1.56 0.03 -1.15
C 2.87 0.11 -1.51
C 3.67 -0.18 -0.41
B 0.33 0.31 -2.09
N -0.66 -0.91 -1.83
N -0.91 -1.49 -0.59
C -1.73 -2.56 -0.79
C -1.88 -2.76 -2.15
C -1.18 -1.73 -2.77
Sn 0.16 -1.80 1.62
N -0.31 1.90 -2.18
N -0.88 2.31 -1.03
C -1.37 3.52 -1.13
C -1.12 3.99 -2.44
C -0.45 2.94 -3.09
H -1.86 3.96 -0.26
H -0.10 2.90 -4.11
H -1.43 4.96 -2.76
H 0.73 0.20 -3.25
H -0.97 -1.57 -3.81
H 3.15 0.32 -2.53
H -2.43 -3.57 -2.59
H 4.75 -0.18 -0.34
H -2.16 -3.12 0.02
H 2.98 -0.67 1.66
H -2.08 -0.23 1.29
C -1.67 -1.08 1.84
H -2.32 -1.92 1.63
H 0.60 -3.23 2.05
H -1.73 -0.84 2.89
B 0.31 0.20 5.37
C 0.43 0.33 3.85
N 0.53 0.34 2.67
H 1.35 0.64 5.83
H 0.16 -1.00 5.61
H -0.66 0.86 5.71

## Properties
* gap between HOMO and LUMO (alpha / beta): 5.3 / 3.3 eV
* LUMO (alpha / beta): -9.80 / -11.74 eV
* HOMO (alpha / beta): -15.09 / -15.09 eV
* multiplicity: 1
* total charge: +2

Atomic partial charges in e from the natural (NBO) method, atoms 1 to 2: -0.002 -0.383


# 7
A molecular structure, C11H17BCoN6 at a distorted geometry. Source: the Open Molecules 2025 dataset; level of theory: the ωB97M-V functional and the def2-TZVPD basis.

Atoms and positions in Å:
H -2.02 -3.95 0.57
N -1.22 -2.13 -0.20
B 0.16 -0.36 -1.54
N -0.17 -1.81 -1.05
C 0.36 -2.96 -1.50
Co -2.46 -1.18 0.66
H 1.15 -2.92 -2.24
C -0.30 -4.04 -0.92
H -0.09 -5.09 -1.08
C -1.30 -3.50 -0.10
H 0.19 -0.47 -2.76
C 1.49 2.69 3.75
H 0.69 2.77 4.49
H 1.10 2.26 2.82
H 1.93 3.67 3.54
N 1.60 0.24 -1.16
N -1.07 0.53 -1.25
N 2.19 0.56 0.07
N -2.13 0.20 -0.41
C 2.49 0.52 -2.15
C -1.41 1.67 -1.91
H 2.21 0.33 -3.18
H -0.75 2.05 -2.66
C 3.66 1.02 -1.60
C -2.65 2.11 -1.46
C 3.43 1.03 -0.21
C -3.08 1.18 -0.50
H 4.54 1.34 -2.13
H -3.17 2.99 -1.78
H 4.13 1.35 0.55
H -3.96 1.14 0.12
H 2.24 2.05 4.12
C -2.02 -0.87 2.51
H -2.85 -1.14 3.19
H -1.79 0.20 2.63
H -1.13 -1.48 2.77

## Properties
* gap between HOMO and LUMO (alpha / beta): 8.3 / 8.6 eV
* LUMO (alpha / beta): 0.04 / 0.03 eV
* HOMO (alpha / beta): -8.24 / -8.55 eV
* multiplicity: 4

Atomic partial charges in e from the natural (NBO) method, atoms 1 to 2: 0.226 -0.423